{
  "formula": "C48H64AuO4S",
  "method": "ωB97M-V with the def2-TZVPD basis set",
  "charge": 1,
  "s_squared": 2.068,
  "orbital_gap_ev": [8.317, 5.571],
  "total_energy_ha": -2701.9975,
  "e_homo_ev": [-9.99, -10.07],
  "multiplicity": 3,
  "symbols": ["H", "H", "H", "H", "C", "C", "C", "C", "H", "C", "H", "H", "H", "C", "Au", "C", "H", "H", "H", "H", "H", "H", "H", "H", "C", "H", "H", "H", "C", "H", "C", "C", "C", "H", "H", "C", "C", "C", "C", "H", "C", "C", "H", "C", "C", "H", "C", "H", "H", "H", "C", "H", "C", "O", "H", "C", "H", "C", "O", "C", "H", "H", "H", "H", "C", "H", "C", "O", "H", "C", "H", "C", "H", "S", "H", "O", "C", "H", "C", "H", "C", "H", "H", "C", "H", "H", "H", "C", "C", "H", "C", "H", "C", "C", "C", "C", "H", "C", "H", "C", "H", "H", "H", "H", "C", "H", "H", "H", "C", "H", "H", "H", "H", "H", "H", "C", "C", "C"],
  "positions_angstrom": [[-2.62175, 4.41419, -1.47252], [-2.16288, 6.37414, -2.44058], [5.37562, 2.28728, -0.81640], [0.83079, 3.74087, 6.13581], [-1.01413, 2.46011, 2.80637], [-1.82615, 3.74699, -1.77582], [-1.94596, -1.70518, 2.55420], [4.29326, -0.19840, -1.15188], [3.73660, 1.59881, -2.17026], [-1.33066, 3.81845, -3.08259], [0.48206, 0.67474, 6.23078], [-3.00702, 3.00619, 0.42337], [-1.49469, 0.68502, -4.31964], [-0.56215, -6.48237, 2.29700], [-1.22532, -0.45785, -1.08769], [1.31680, 1.10749, -3.08294], [-3.93251, 4.70846, -3.24288], [-0.16574, 5.04002, -5.32049], [0.08648, 2.95716, -4.44939], [-1.66799, 5.64030, -6.00958], [-2.23548, -7.85464, 2.26123], [-4.46027, 0.80753, -3.75538], [-1.62140, 3.96328, 0.91656], [2.22594, -3.94012, -1.04021], [0.24179, -2.87498, -2.52277], [-1.88466, 7.04435, -4.04466], [-4.39684, 0.09802, 1.86980], [-0.79903, -0.38574, 4.58779], [-1.91741, 2.97409, 0.54821], [0.09170, -8.50303, 1.95041], [-0.34056, -6.57308, 3.81474], [-0.36159, 1.33563, 6.40944], [-4.16861, 0.33101, 0.82635], [-0.48001, -7.59504, 4.15652], [1.39460, -7.32896, 1.88504], [-0.25717, 1.98178, -1.20681], [0.00929, -2.36917, 0.98374], [2.15879, -3.16198, -0.27098], [-1.02289, 0.28932, 3.77695], [-1.03394, -5.93707, 4.35655], [-1.77461, 3.19353, 5.57566], [-1.60846, 6.24280, -3.36560], [-3.23546, 1.60598, -2.72209], [-0.81752, 1.65526, 3.92354], [6.29823, 0.25948, -2.51006], [-0.00607, -3.33890, -1.56499], [0.72093, -4.70463, 0.98074], [4.39916, -1.98710, -0.00602], [-2.19276, -6.74617, 0.88644], [0.25427, -7.47272, 0.53424], [-0.96128, -2.71136, 1.99399], [-2.71727, -6.17389, 2.46726], [-1.32370, 2.87957, -0.83731], [0.53290, -1.49467, -2.38501], [1.58921, 2.61335, 5.00805], [2.12233, 0.22461, -2.15673], [-3.80758, 5.41413, -4.85178], [0.24419, 2.03955, -2.55811], [0.18499, 1.12295, -0.39025], [2.48628, -1.82434, -0.89604], [6.27722, -1.01962, 0.68541], [1.06975, -3.41084, -2.99476], [-0.54792, 6.33046, -3.14110], [7.37446, 0.41841, -2.50047], [3.40454, 0.62857, -1.83530], [1.41272, -5.45540, 0.63075], [0.35551, -7.50192, 1.61685], [0.07706, -1.20155, 0.50737], [2.02776, 1.73700, -3.62846], [-1.08944, -4.02136, 2.38200], [0.84319, 0.45648, -3.82460], [3.77579, -1.36901, -0.63017], [-0.77015, 3.50950, 2.86811], [-2.83062, -0.76545, -2.94631], [-1.68349, 3.62820, 6.56800], [-2.78132, 0.18148, 0.56612], [-1.88654, 4.87459, -4.01233], [-0.63967, -2.93237, -3.16550], [5.76655, 0.15818, -1.06967], [6.52632, -1.86191, -0.85615], [-0.30448, 2.94029, -3.44353], [-4.69460, -0.37004, 0.17958], [7.63998, -0.60310, -0.34055], [-3.39857, 4.65453, -4.18888], [2.98168, -3.37423, 0.42331], [6.99310, 1.78003, -0.33320], [-1.40018, 3.90433, -5.89741], [-1.23364, 4.85508, -5.39568], [5.94391, 1.49297, -0.33977], [-4.51641, 0.60087, -1.99809], [0.70472, 3.21733, 5.19129], [-2.67718, 2.58657, 5.54646], [-2.02050, -6.83327, 1.95763], [-1.58013, -0.24010, 2.61699], [1.71409, -1.07528, -1.79087], [-1.96788, 0.64504, 1.61272], [0.67311, -6.26505, 4.05993], [6.59582, -0.90478, -0.34635], [-2.19304, -2.03007, 3.56890], [-1.58090, 1.98332, 1.63517], [0.62924, 3.96034, 4.40299], [-3.58465, 3.67581, -4.63182], [-4.50825, 1.35175, 0.61663], [5.83876, 1.08004, -3.05502], [0.90811, -3.40893, 0.54412], [-1.83847, -4.26203, 3.12137], [-1.88863, 4.00159, 4.85866], [-2.47116, -0.46005, -5.29855], [-0.29846, -5.05704, 1.86101], [-2.85631, -1.80114, 1.95262], [-1.26020, 0.74111, 6.55465], [-1.00562, -1.02444, -4.47371], [-0.17058, 1.88858, 7.32655], [6.09511, -0.66510, -3.04839], [5.60358, 1.39830, 0.68917], [-0.54066, 2.32832, 5.25976], [-1.84522, -0.33864, -4.41802], [-3.86192, 0.72853, -2.85278]],
  "lowdin_charge": [0.1253, 0.0804, 0.0752, 0.0876, 0.0262, -0.0030, -0.0514, -0.1604, 0.1199, -0.1485, 0.0869, 0.1234, 0.0240, -0.5541, 0.8246, -0.0573, 0.0790, 0.0897, 0.1190, 0.0908, 0.0908, 0.0499, 0.1349, 0.1286, -0.0545, 0.0907, 0.1070, 0.1158, -0.0512, 0.0902, -0.0318, -0.0611, -0.0561, 0.0912, 0.0874, -0.3072, -0.2598, -0.0771, 0.0445, 0.0791, -0.0397, -0.0295, 0.0219, -0.1526, -0.0403, 0.0812, 0.0276, 0.1049, 0.0928, 0.0891, -0.0727, 0.0773, -0.0943, -0.2008, 0.0909, -0.1252, 0.0917, -0.0993, -0.0080, -0.1153, 0.0850, 0.1146, 0.0957, 0.0858, 0.0255, 0.1192, -0.0567, -0.0288, 0.1319, 0.0236, 0.1163, 0.0268, 0.1148, 0.8048, 0.0867, -0.2335, -0.5533, 0.0841, -0.5579, 0.0875, 0.0110, 0.0932, 0.0874, -0.0326, 0.1323, 0.0872, 0.0865, -0.0551, -0.0394, 0.0228, -0.0403, 0.0914, -0.0329, -0.1296, -0.1813, -0.2188, 0.0941, -0.0623, 0.1293, -0.1259, 0.0732, 0.0835, 0.0928, 0.0783, -0.1056, 0.1203, 0.0794, 0.0493, -0.1292, 0.1283, 0.0853, 0.0270, 0.0874, 0.0918, 0.0906, -0.5561, -0.3350, -0.3388]
}